## 1
A cluster of 2 separate species, C5H4F3N2O2 in total, computed with wB97M-V/def2-TZVPD.

HOMO (alpha / beta) = -4.98 / -4.98 eV
total charge = -1
gap between HOMO and LUMO (alpha / beta) = 0.268 / 0.268 hartree

Each line ends with the natural charge from an NBO analysis.
CARTESIAN COORDINATES (ANGSTROEM)
C1 -0.12 -1.81 0.40  -0.218
C2 0.75 -0.88 -0.05  0.005
C3 1.31 2.11 0.46  0.794
C4 -1.49 -1.25 0.51  0.774
C5 0.50 1.37 -0.77  -0.379
N1 -0.06 0.21 -0.45  -0.054
N2 -1.30 0.01 -0.31  0.023
O1 2.02 1.40 1.16  -0.735
O2 1.15 3.31 0.42  -0.724
F1 -1.61 -0.72 1.90  -0.400
F2 -2.58 -1.89 0.41  -0.262
F3 -1.52 -1.45 -1.78  -0.732
H1 0.20 -2.74 0.89  0.223
H2 1.71 -1.03 -0.35  0.226
H3 1.30 1.23 -1.41  0.212
H4 -0.24 2.13 -1.05  0.247

=====

## 2
A cluster of 2 separate species, C5H4F3N2O2 in total, computed with wB97M-V/def2-TZVPD.

HOMO = -3.49 eV
total charge = -1
gap between HOMO and LUMO = 0.273 hartree

Each line ends with the natural charge from an NBO analysis.
CARTESIAN COORDINATES (ANGSTROEM)
C1 2.03 -1.87 -0.30  1.023
C2 -1.42 0.61 0.26  -0.444
C3 -1.83 -0.81 -0.17  -0.271
C4 0.13 0.54 -0.07  -0.191
C5 1.08 1.61 0.12  0.953
N1 -0.57 -1.54 -0.18  -0.358
N2 0.40 -0.74 -0.17  -0.145
O1 2.04 -2.33 -1.37  -0.599
O2 2.44 -1.84 0.83  -0.631
F1 1.15 2.59 -0.87  -0.381
F2 0.66 2.47 1.13  -0.377
F3 2.37 1.33 0.37  -0.324
H1 -2.11 1.28 -0.30  0.196
H2 -1.50 0.89 1.30  0.197
H3 -2.49 -1.42 0.55  0.184
H4 -2.38 -0.74 -1.11  0.169

=====

Winner for stability: 2

=====

## 1
The ion C5H8NS with charge +1, computed with wB97M-V/def2-TZVPD.

HOMO (alpha / beta) = -12.56 / -12.71 eV
total charge = +1
gap between HOMO and LUMO (alpha / beta) = 0.276 / 0.265 hartree

Each line ends with the natural charge from an NBO analysis.
CARTESIAN COORDINATES (ANGSTROEM)
C1 0.25 0.68 1.13  0.090
C2 0.21 0.64 -1.48  0.000
C3 -0.03 -1.32 2.22  -0.083
C4 -1.30 -0.90 0.26  -0.326
C5 0.98 1.51 -2.34  -0.760
N1 -0.27 -0.50 1.19  -0.415
S1 -0.88 -0.59 -1.57  0.531
H1 1.04 0.94 1.87  0.190
H2 -0.55 -2.12 2.64  0.221
H3 0.72 -0.90 2.89  0.194
H4 -1.61 -1.89 0.20  0.244
H5 -2.20 -0.32 0.67  0.265
H6 1.72 0.78 -2.69  0.299
H7 1.54 2.16 -1.77  0.269
H8 0.38 1.83 -3.23  0.281

=====

## 2
A cluster of 2 separate species, C5H8NS in total, computed with wB97M-V/def2-TZVPD.

HOMO = -13.58 eV
total charge = +1
gap between HOMO and LUMO = 0.254 hartree

Each line ends with the natural charge from an NBO analysis.
CARTESIAN COORDINATES (ANGSTROEM)
C1 1.72 1.47 -1.41  -0.290
C2 0.56 0.78 -1.04  0.021
C3 2.62 1.42 -0.38  -0.373
C4 -1.85 -1.40 1.45  -0.781
C5 -1.64 -1.12 0.07  0.268
N1 0.58 0.25 0.16  -0.659
S1 1.99 0.54 0.94  0.726
H1 1.87 1.96 -2.35  0.257
H2 -0.31 0.66 -1.67  0.203
H3 3.60 1.85 -0.34  0.267
H4 -1.29 -2.26 1.83  0.270
H5 -2.93 -1.57 1.62  0.332
H6 -1.69 -0.51 2.07  0.320
H7 -2.11 -0.26 -0.38  0.213
H8 -1.12 -1.81 -0.58  0.226

=====

Winner for stability: 2

=====

## 1
A structure of composition C47H53Cl3N2O5SbSiY, computed with wB97M-V/def2-TZVPD.

HOMO = -7.84 eV
gap between HOMO and LUMO = 0.268 hartree

Each line ends with the Mulliken charge.
CARTESIAN COORDINATES (ANGSTROEM)
Y1 -0.35 0.55 2.05  0.477
O1 -3.54 4.33 4.05  -0.615
C1 -3.04 3.25 4.01  -0.155
O2 -1.79 2.99 4.44  -0.191
C2 -3.84 2.01 3.62  0.051
C3 -3.36 0.65 4.17  -0.316
C4 -4.59 -0.21 4.43  -1.034
C5 -5.11 -0.40 2.98  -0.993
C6 -3.95 0.17 2.14  -0.251
O3 -2.79 -0.02 3.00  -0.700
C7 -3.94 1.69 2.08  0.039
C8 -2.68 2.13 1.35  -0.807
O4 -2.29 3.28 1.41  -0.691
O5 -2.00 1.18 0.74  1.873
H1 -4.84 2.23 3.99  0.797
H2 -2.61 0.69 4.96  0.689
H3 -5.30 0.27 5.09  0.414
H4 -4.29 -1.17 4.86  0.391
H5 -6.03 0.15 2.78  0.339
H6 -5.28 -1.45 2.74  0.377
H7 -3.78 -0.32 1.19  0.582
H8 -4.81 2.15 1.62  0.681
C9 4.86 -4.16 3.34  -1.987
C10 4.60 -2.84 4.07  2.006
C11 3.76 -3.11 5.33  -1.596
C12 5.95 -2.22 4.47  -1.728
C13 3.79 -1.87 3.22  0.538
C14 3.72 -0.52 3.54  -1.326
C15 2.85 0.31 2.86  -0.900
N1 2.06 -0.11 1.88  0.708
C16 2.17 -1.39 1.51  -0.373
C17 3.01 -2.29 2.15  -0.680
C18 1.24 -1.88 0.46  0.394
C19 1.59 -2.84 -0.46  -0.746
C20 0.65 -3.32 -1.37  0.893
C21 -0.64 -2.82 -1.26  -0.695
C22 -0.91 -1.83 -0.34  -1.189
N2 0.01 -1.35 0.49  0.524
C23 1.01 -4.37 -2.42  2.101
C24 0.24 -4.10 -3.72  -1.802
C25 0.63 -5.75 -1.87  -1.836
C26 2.51 -4.34 -2.74  -1.833
H9 5.50 -4.79 3.95  0.454
H10 5.35 -4.00 2.38  0.427
H11 3.93 -4.71 3.17  0.350
H12 4.27 -3.84 5.97  0.437
H13 2.78 -3.51 5.07  0.365
H14 3.61 -2.20 5.91  0.368
H15 6.55 -2.97 4.99  0.448
H16 5.82 -1.38 5.15  0.347
H17 6.50 -1.88 3.59  0.387
H18 4.29 -0.10 4.36  0.302
H19 2.75 1.35 3.15  0.491
H20 2.99 -3.33 1.84  0.713
H21 2.62 -3.19 -0.48  0.688
H22 -1.43 -3.15 -1.92  0.442
H23 -1.90 -1.39 -0.27  0.140
H24 -0.83 -4.29 -3.61  0.393
H25 0.60 -4.77 -4.51  0.457
H26 0.37 -3.07 -4.06  0.368
H27 -0.43 -5.79 -1.63  0.346
H28 1.19 -5.98 -0.96  0.356
H29 0.85 -6.52 -2.61  0.477
H30 2.85 -3.33 -2.99  0.329
H31 2.72 -4.99 -3.59  0.468
H32 3.11 -4.71 -1.90  0.368
Cl1 0.39 4.89 3.42  -0.385
Si1 -0.22 2.91 3.80  0.292
Cl2 0.83 2.46 5.59  -0.395
Cl3 -0.16 -1.25 3.85  -0.508
C27 0.40 3.55 -4.23  -1.231
C28 -0.10 2.33 -4.95  1.114
C29 0.09 2.21 -6.32  -0.607
C30 -0.35 1.10 -7.03  -0.669
C31 -1.01 0.08 -6.37  -0.837
C32 -1.20 0.18 -5.00  -0.589
C33 -0.77 1.29 -4.27  0.265
Sb1 -1.26 1.18 -2.17  0.812
C34 0.62 1.71 -1.25  0.878
C35 0.67 2.60 -0.16  -1.459
C36 1.88 2.96 0.43  -1.088
C37 3.06 2.40 -0.05  -1.110
C38 3.02 1.49 -1.08  -0.387
C39 1.81 1.14 -1.70  1.351
C40 1.82 0.17 -2.86  -1.549
C41 -2.38 3.01 -2.06  1.073
C42 -1.82 4.24 -1.75  -0.789
C43 -2.60 5.39 -1.65  -0.942
C44 -3.97 5.30 -1.86  -0.835
C45 -4.54 4.08 -2.19  -0.906
C46 -3.77 2.92 -2.30  0.751
C47 -4.44 1.63 -2.67  -1.515
H33 1.13 4.09 -4.85  0.485
H34 0.88 3.30 -3.28  0.129
H35 -0.42 4.23 -4.01  0.264
H36 0.61 3.01 -6.85  0.417
H37 -0.19 1.05 -8.10  0.370
H38 -1.36 -0.79 -6.91  0.437
H39 -1.71 -0.63 -4.48  0.451
H40 -0.23 3.10 0.19  0.513
H41 1.89 3.69 1.23  0.639
H42 4.01 2.68 0.39  0.406
H43 3.94 1.05 -1.45  0.390
H44 2.81 -0.27 -2.99  0.502
H45 1.54 0.66 -3.79  0.090
H46 1.11 -0.64 -2.69  0.153
H47 -0.76 4.33 -1.58  0.510
H48 -2.14 6.33 -1.38  0.448
H49 -4.59 6.18 -1.78  0.399
H50 -5.60 4.02 -2.37  0.387
H51 -5.53 1.75 -2.70  0.467
H52 -4.21 0.83 -1.96  0.222
H53 -4.12 1.28 -3.66  0.239

=====

## 2
A structure of composition C47H53Cl3N2O5SbSiY, computed with wB97M-V/def2-TZVPD.

HOMO = -8.21 eV
gap between HOMO and LUMO = 0.284 hartree

Each line ends with the Mulliken charge.
CARTESIAN COORDINATES (ANGSTROEM)
Y1 -1.21 -0.36 0.24  0.719
O1 -0.88 -1.07 4.45  -0.701
C1 -1.09 -0.40 3.47  -0.175
O2 -1.35 -0.90 2.28  -0.567
C2 -1.11 1.13 3.48  0.229
C3 -2.35 1.67 2.74  -0.070
C4 -2.64 3.10 3.18  -1.013
C5 -1.46 3.85 2.54  -0.841
C6 -0.76 2.74 1.76  0.535
O3 -1.85 1.86 1.39  -0.466
C7 0.05 1.83 2.68  0.199
C8 0.92 0.84 1.88  -0.309
O4 1.78 0.19 2.42  -0.731
O5 0.59 0.74 0.62  0.852
H1 -1.10 1.44 4.53  0.540
H2 -3.20 0.99 2.72  0.590
H3 -2.69 3.19 4.26  0.374
H4 -3.59 3.43 2.77  0.388
H5 -0.79 4.31 3.27  0.369
H6 -1.81 4.64 1.86  0.254
H7 -0.23 3.05 0.86  -0.056
H8 0.71 2.37 3.36  0.526
C9 4.12 -5.58 -0.60  -2.092
C10 2.91 -5.42 -1.53  2.210
C11 3.43 -5.14 -2.95  -1.682
C12 2.10 -6.72 -1.53  -1.668
C13 1.99 -4.30 -1.08  0.308
C14 2.08 -3.71 0.18  -1.010
C15 1.20 -2.69 0.53  -0.880
N1 0.26 -2.25 -0.31  0.506
C16 0.16 -2.80 -1.52  -0.111
C17 1.00 -3.82 -1.93  -0.077
C18 -0.83 -2.18 -2.45  0.008
C19 -1.44 -2.90 -3.46  -0.760
C20 -2.33 -2.27 -4.33  0.528
C21 -2.53 -0.91 -4.14  -1.286
C22 -1.90 -0.26 -3.10  -1.536
N2 -1.08 -0.88 -2.25  1.622
C23 -3.00 -3.05 -5.45  1.911
C24 -3.36 -4.47 -4.98  -1.738
C25 -2.00 -3.14 -6.61  -1.561
C26 -4.28 -2.35 -5.92  -1.939
H9 4.78 -6.35 -0.99  0.433
H10 3.82 -5.89 0.41  0.394
H11 4.69 -4.65 -0.51  0.440
H12 4.19 -5.87 -3.21  0.502
H13 3.87 -4.15 -3.02  0.331
H14 2.63 -5.21 -3.69  0.364
H15 2.73 -7.55 -1.86  0.443
H16 1.24 -6.66 -2.19  0.333
H17 1.74 -6.96 -0.53  0.368
H18 2.83 -4.00 0.89  0.445
H19 1.25 -2.20 1.49  0.458
H20 0.90 -4.22 -2.93  0.342
H21 -1.24 -3.96 -3.55  0.609
H22 -3.20 -0.35 -4.78  0.456
H23 -2.05 0.80 -2.93  0.842
H24 -2.47 -5.09 -4.85  0.359
H25 -3.97 -4.95 -5.74  0.484
H26 -3.92 -4.46 -4.04  0.312
H27 -1.09 -3.65 -6.31  0.319
H28 -1.73 -2.14 -6.97  0.336
H29 -2.45 -3.69 -7.44  0.441
H30 -4.95 -2.14 -5.09  0.392
H31 -4.80 -2.99 -6.63  0.467
H32 -4.06 -1.41 -6.44  0.345
Cl1 -4.84 -2.90 -1.53  -0.307
Si1 -3.63 -2.23 0.09  0.065
Cl2 -3.72 0.12 -0.46  -0.399
Cl3 -5.10 -2.12 1.61  -0.298
C27 2.67 5.11 -3.56  -1.446
C28 3.65 4.12 -3.00  1.227
C29 4.97 4.56 -2.84  -0.501
C30 5.97 3.73 -2.37  -0.689
C31 5.66 2.42 -2.04  -0.726
C32 4.36 1.98 -2.18  -1.329
C33 3.34 2.80 -2.66  0.691
Sb1 1.52 1.66 -2.67  0.234
C34 -0.05 3.03 -3.16  0.918
C35 -0.27 3.91 -2.08  -0.886
C36 -1.34 4.79 -2.05  -0.905
C37 -2.24 4.80 -3.11  -0.859
C38 -2.05 3.93 -4.17  -0.554
C39 -0.98 3.03 -4.21  0.887
C40 -0.87 2.12 -5.41  -1.589
C41 1.91 0.53 -4.44  -0.537
C42 1.85 -0.85 -4.25  -0.338
C43 2.10 -1.74 -5.28  -0.542
C44 2.44 -1.25 -6.53  -0.932
C45 2.52 0.12 -6.73  -0.873
C46 2.27 1.02 -5.71  1.726
C47 2.39 2.50 -5.98  -1.404
H33 3.14 5.71 -4.35  0.493
H34 2.32 5.81 -2.79  0.399
H35 1.79 4.65 -3.99  -0.088
H36 5.21 5.59 -3.10  0.415
H37 6.97 4.11 -2.25  0.368
H38 6.43 1.75 -1.67  0.436
H39 4.14 0.95 -1.90  0.360
H40 0.42 3.91 -1.25  0.659
H41 -1.47 5.45 -1.21  0.483
H42 -3.09 5.47 -3.11  0.402
H43 -2.76 3.92 -4.99  0.445
H44 -1.86 1.87 -5.78  0.520
H45 -0.34 1.20 -5.19  -0.165
H46 -0.33 2.62 -6.22  0.438
H47 1.60 -1.24 -3.27  0.346
H48 2.05 -2.81 -5.11  0.575
H49 2.64 -1.92 -7.35  0.411
H50 2.79 0.50 -7.71  0.443
H51 2.19 2.72 -7.03  0.477
H52 3.39 2.86 -5.73  0.361
H53 1.68 3.07 -5.37  -0.020

=====

Winner for stability: 1